[1]
The following is a DFT calculation (ωB97M-V/def2-TZVPD) of C9H12NO3S as an isolated structure in a non-equilibrium geometry.

Atoms and positions in Å:
C1 0.88 -2.57 -2.44
C2 1.58 -1.70 -3.24
C3 -0.02 -1.80 -1.58
C4 0.01 2.32 -1.57
C5 -1.77 0.52 2.31
C6 0.57 -0.03 2.78
C7 0.11 0.99 0.52
C8 -0.50 0.89 -0.82
C9 -0.41 0.09 1.69
N1 0.34 -0.48 -1.60
O1 0.75 2.18 -2.58
O2 -1.01 -2.17 -0.99
O3 -0.32 3.34 -0.97
S1 1.47 0.01 -2.83
H1 0.86 -3.65 -2.53
H2 2.23 -2.12 -4.04
H3 -1.71 1.41 2.79
H4 -2.44 0.52 1.40
H5 -2.16 -0.19 3.01
H6 0.49 0.83 3.45
H7 1.58 -0.04 2.29
H8 0.57 -0.92 3.40
H9 -0.31 1.99 0.86
H10 1.21 1.01 0.30
H11 -1.50 0.44 -0.91
H12 -0.49 -0.86 1.31

Values from the calculation:
Strongest force on any atom: 0.097 hartree/bohr
LUMO energy: 3.338 eV
Net charge: -1
2S+1: 1
Energy relative to the best compared isomer or geometry (same formula, charge and spin): 40.73 kJ/mol
HOMO-LUMO gap: 0.283 hartree
Total energy: -1028.803835 Eh

Here are the Löwdin charges for atoms 1 to 6, given in e: atom 1 (C): -0.1133, atom 2 (C): -0.4088, atom 3 (C): -0.6259, atom 4 (C): -0.6650, atom 5 (C): -0.0535, atom 6 (C): -0.1097



[2]
The following is a DFT calculation (ωB97M-V/def2-TZVPD) of a 3-piece molecular cluster, C17H24F16IN2O4PSi overall in a non-equilibrium geometry.

Atoms and positions in Å:
N1 -2.29 0.23 -1.59
C1 -1.56 -0.73 -1.99
C2 -0.15 -1.00 -1.62
Si1 1.03 0.43 -1.99
I1 3.32 -0.47 -1.92
C3 0.86 1.73 -0.66
C4 2.03 2.74 -0.58
C5 1.56 4.19 -0.68
C6 2.40 5.04 0.24
O1 2.00 6.42 0.23
C7 0.79 6.67 0.78
O2 0.42 6.25 1.86
P1 0.66 1.44 -3.97
N2 0.61 3.00 -3.71
H1 -1.74 0.83 -0.96
H2 -2.03 -1.45 -2.64
H3 0.19 -1.86 -2.17
H4 -0.04 -1.26 -0.58
H5 -0.06 2.26 -0.85
H6 0.74 1.17 0.26
H7 2.52 2.60 0.37
H8 2.71 2.56 -1.39
H9 1.68 4.53 -1.69
H10 0.52 4.27 -0.40
H11 2.32 4.66 1.25
H12 3.41 5.03 -0.09
H13 0.14 7.28 0.16
H14 1.72 1.11 -4.85
H15 -0.54 0.95 -4.52
H16 -0.28 3.38 -4.01
C8 4.77 -3.74 3.29
C9 6.22 -4.18 3.60
C10 7.05 -3.33 4.57
F1 7.25 -2.09 4.10
F2 8.26 -3.92 4.72
F3 6.90 -4.36 2.45
F4 6.11 -5.39 4.21
O3 4.49 -3.06 2.07
C11 4.53 -1.69 1.94
C12 5.58 -1.25 0.90
F5 6.81 -1.66 1.26
F6 5.58 0.10 0.82
F7 4.70 -1.05 3.11
F8 3.33 -1.31 1.45
H17 4.24 -4.68 3.16
H18 4.31 -3.24 4.14
H19 6.56 -3.28 5.55
H20 5.35 -1.67 -0.08
C13 -6.79 0.16 -0.75
C14 -6.01 -0.46 0.43
C15 -4.86 -1.41 0.12
F9 -5.28 -2.52 -0.53
F10 -4.29 -1.81 1.28
F11 -6.87 -1.04 1.29
F12 -5.43 0.59 1.08
O4 -8.05 -0.39 -1.12
C16 -8.20 -1.40 -2.03
C17 -8.86 -2.64 -1.41
F13 -8.11 -3.13 -0.41
F14 -8.97 -3.59 -2.37
F15 -7.05 -1.71 -2.67
F16 -9.07 -0.95 -2.97
H21 -7.05 1.15 -0.39
H22 -6.14 0.30 -1.61
H23 -4.10 -0.92 -0.49
H24 -9.85 -2.38 -1.03

Values from the calculation:
SMILES: [H]/N=C\C[Si@](I)(CCCCOC=O)[PH2]=N.FC(F)C(F)(F)COC(F)(F)C(F)F.FC(F)C(F)(F)COC(F)(F)C(F)F
Strongest force on any atom: 0.043 hartree/bohr
LUMO energy: 0.075 eV
2S+1: 1
HOMO-LUMO gap: 0.328 hartree
Total energy: -3599.037876 Eh

Here are the Löwdin charges for atoms 1 to 6, given in e: atom 1 (N): 0.0974, atom 2 (C): -0.3194, atom 3 (C): -0.3142, atom 4 (Si): 0.1003, atom 5 (I): 0.6182, atom 6 (C): -0.3305



[3]
The following is a DFT calculation (ωB97M-V/def2-TZVPD) of a 13-piece molecular cluster, C13H52N26O13 overall in a non-equilibrium geometry.

Atoms and positions in Å:
C1 2.18 0.65 -7.52
O1 1.51 0.12 -8.45
N1 2.34 0.20 -6.33
N2 2.67 1.83 -7.60
H1 3.13 0.64 -5.87
H2 1.87 -0.67 -6.12
H3 3.18 2.27 -6.85
H4 2.50 2.33 -8.46
C2 3.57 -5.04 2.95
O2 3.80 -4.91 1.77
N3 2.83 -4.17 3.62
N4 3.80 -6.16 3.64
H5 2.59 -3.36 3.06
H6 2.56 -4.20 4.59
H7 3.67 -6.25 4.63
H8 4.04 -6.94 3.03
C3 -3.89 -1.89 -6.77
O3 -2.90 -2.03 -6.10
N5 -5.00 -1.32 -6.28
N6 -3.88 -2.03 -8.10
H9 -5.75 -1.01 -6.89
H10 -4.95 -0.90 -5.37
H11 -3.05 -2.45 -8.48
H12 -4.61 -1.68 -8.70
C4 0.94 5.48 3.83
O4 1.70 5.67 4.72
N7 0.67 6.41 2.90
N8 0.06 4.54 3.70
H13 1.50 6.98 2.83
H14 0.15 6.16 2.07
H15 -0.48 4.65 2.85
H16 0.09 3.73 4.30
C5 5.78 3.55 -1.67
O5 5.53 2.84 -2.64
N9 4.91 3.77 -0.71
N10 6.91 4.13 -1.44
H17 5.09 4.57 -0.11
H18 4.18 3.10 -0.52
H19 7.06 4.44 -0.49
H20 7.63 4.13 -2.15
C6 -7.07 1.92 6.63
O6 -7.05 0.70 6.67
N11 -7.47 2.68 7.59
N12 -6.28 2.52 5.81
H21 -7.05 3.60 7.66
H22 -8.05 2.23 8.29
H23 -5.54 2.02 5.34
H24 -6.42 3.52 5.76
C7 1.35 -6.37 -4.31
O7 1.27 -6.46 -5.50
N13 0.84 -5.35 -3.62
N14 2.05 -7.11 -3.52
H25 1.00 -5.05 -2.67
H26 0.37 -4.63 -4.15
H27 1.96 -8.08 -3.78
H28 2.10 -6.81 -2.56
C8 -3.68 4.13 -7.05
O8 -4.25 5.17 -7.28
N15 -3.62 3.20 -7.89
N16 -2.99 4.01 -5.88
H29 -2.99 2.42 -7.73
H30 -3.80 3.55 -8.82
H31 -2.67 3.08 -5.64
H32 -2.79 4.88 -5.41
C9 6.88 -3.31 -3.40
O9 7.65 -2.83 -4.24
N17 6.47 -4.51 -3.51
N18 6.07 -2.58 -2.73
H33 6.97 -5.19 -4.06
H34 5.70 -4.86 -2.95
H35 6.16 -1.58 -2.75
H36 5.44 -2.95 -2.03
C10 4.75 1.07 6.95
O10 5.43 0.14 7.32
N19 4.65 2.22 7.60
N20 4.06 1.07 5.89
H37 4.65 2.20 8.61
H38 4.09 2.92 7.13
H39 3.39 1.71 5.50
H40 4.11 0.19 5.38
C11 -7.24 -0.56 -0.22
O11 -6.15 -0.78 -0.63
N21 -7.73 0.59 -0.08
N22 -8.18 -1.44 0.05
H41 -7.15 1.22 -0.61
H42 -8.74 0.70 -0.07
H43 -7.84 -2.30 0.45
H44 -9.02 -1.06 0.48
C12 -0.50 -0.05 0.42
O12 0.70 0.12 0.57
N23 -1.10 -0.09 -0.77
N24 -1.32 -0.29 1.39
H45 -0.57 0.18 -1.58
H46 -2.10 -0.20 -0.86
H47 -2.24 -0.47 1.00
H48 -1.10 -0.04 2.34
C13 -1.08 -0.63 8.36
O13 -1.03 -0.02 7.31
N25 -0.12 -0.78 9.18
N26 -2.23 -0.99 8.79
H49 0.80 -0.35 9.10
H50 -0.31 -1.42 9.93
H51 -2.32 -1.43 9.70
H52 -3.01 -0.62 8.27

Values from the calculation:
Strongest force on any atom: 0.146 hartree/bohr
LUMO energy: -0.198 eV
2S+1: 1
Energy relative to the best compared isomer or geometry (same formula, charge and spin): 1189.84 kJ/mol
HOMO-LUMO gap: 0.323 hartree
Total energy: -2928.519293 Eh

Here are the Löwdin charges for atoms 1 to 6, given in e: atom 1 (C): -0.7889, atom 2 (O): -0.0236, atom 3 (N): 0.1663, atom 4 (N): 0.1547, atom 5 (H): 0.1177, atom 6 (H): 0.1299